DFT (ωB97M-V/def2-TZVPD) results for C15H41MnO16S5 as an isolated structure at a distorted geometry.

For the max |F|, the calculation gives 0.0336 Eh/bohr. The LUMO energy (spin up / spin down) is -4.57 / -4.64 eV. Its gap between HOMO and LUMO (spin up / spin down) is 8.79 / 8.72 eV. Its total charge is +1. Its multiplicity is 6. The calculation puts the relative energy (zero: lowest compared OMol25 entry of this formula, charge and spin) at 20.3 kJ/mol. As for the expectation value of S²: 8.7539. As for the total energy: -4941.6229 a.u.

Each line ends with the Löwdin spin population.
CARTESIAN COORDINATES (ANGSTROEM)
Mn: -2.479 1.956 0.616  4.7263
O: -1.043 0.761 0.511  0.1467
H: -0.602 -0.093 0.594  0.0139
O: 3.277 3.754 3.044  0.0000
S: 3.137 2.718 2.096  0.0000
O: 3.650 2.853 0.770  0.0000
O: 3.728 1.458 2.758  0.0000
C: 3.903 0.268 1.957  0.0000
C: 3.983 -0.904 2.889  0.0000
C: 1.431 2.303 1.968  0.0007
H: 4.765 0.361 1.297  0.0000
H: 3.037 0.165 1.292  0.0000
H: 2.988 -1.166 3.261  0.0000
H: 4.557 -0.678 3.789  0.0000
H: 4.401 -1.802 2.441  0.0000
H: 1.279 1.641 1.120  0.0001
H: 0.877 3.217 1.750  0.0001
H: 1.058 1.853 2.884  0.0000
O: -4.718 0.197 -3.024  0.0036
S: -3.718 0.128 -2.043  0.0067
O: -3.527 1.245 -1.145  0.0420
O: -3.997 -1.058 -1.063  0.0010
C: -4.435 -2.330 -1.620  0.0001
C: -5.761 -2.726 -1.027  0.0000
C: -2.165 -0.297 -2.740  0.0005
H: -3.674 -3.089 -1.431  0.0000
H: -4.504 -2.258 -2.706  0.0000
H: -5.770 -2.696 0.061  0.0000
H: -5.973 -3.759 -1.308  0.0000
H: -6.562 -2.104 -1.425  0.0000
H: -1.453 -0.195 -1.919  0.0000
H: -1.947 0.420 -3.526  0.0000
H: -2.210 -1.332 -3.067  0.0001
O: -1.196 -3.620 5.977  0.0000
S: -1.322 -2.422 5.245  0.0000
O: -0.293 -1.445 5.140  0.0000
O: -1.692 -2.890 3.763  0.0001
C: -1.430 -1.964 2.693  0.0004
C: -2.295 -2.316 1.525  0.0006
C: -2.796 -1.615 5.722  0.0000
H: -0.369 -2.013 2.433  0.0001
H: -1.584 -0.939 3.040  0.0003
H: -2.199 -3.356 1.211  0.0000
H: -2.060 -1.677 0.673  0.0002
H: -3.363 -2.156 1.702  0.0001
H: -3.627 -2.286 5.534  0.0000
H: -2.852 -0.691 5.152  0.0000
H: -2.714 -1.392 6.783  0.0000
O: -1.564 3.361 -0.666  0.0427
S: -0.763 3.450 -1.864  0.0078
O: -1.181 2.772 -3.037  0.0013
O: -0.710 4.971 -2.129  0.0019
C: -0.004 5.435 -3.314  0.0006
C: -0.849 6.481 -4.026  0.0001
C: 0.887 3.016 -1.505  0.0008
H: 0.292 4.636 -3.993  0.0000
H: 0.925 5.898 -2.975  0.0000
H: -0.196 7.012 -4.717  0.0000
H: -1.223 7.192 -3.292  0.0000
H: -1.670 6.019 -4.569  0.0000
H: 1.297 3.667 -0.737  0.0000
H: 1.443 3.181 -2.427  0.0002
H: 0.910 1.965 -1.234  0.0000
O: 4.040 -2.790 0.050  0.0000
S: 4.398 -3.349 -1.217  0.0000
O: 4.866 -4.681 -1.285  0.0000
O: 3.158 -3.254 -2.196  0.0000
C: 2.263 -2.122 -2.113  0.0000
C: 1.297 -2.220 -0.955  0.0002
C: 5.539 -2.252 -2.004  0.0000
H: 1.716 -2.183 -3.054  0.0000
H: 2.854 -1.204 -2.131  0.0000
H: 0.359 -1.711 -1.181  0.0001
H: 1.719 -1.811 -0.035  0.0000
H: 1.118 -3.267 -0.709  0.0000
H: 5.152 -1.245 -1.908  0.0000
H: 5.731 -2.645 -2.997  0.0000
H: 6.460 -2.350 -1.429  0.0000

DFT (ωB97M-V/def2-TZVPD) results for a 5-piece molecular cluster, C12H38N10O6P2 overall at a distorted geometry.

For the max |F|, the calculation gives 0.0230 Eh/bohr. The LUMO energy is 0.49 eV. Its gap between HOMO and LUMO is 7.10 eV. Its total charge is 0. As for the total energy: -2161.8652 a.u. The SMILES is CC[PH2](CCCCNC(C)=O)P(N)O.NC(N)=O.NC(N)=O.NC(N)=O.NC(N)=O.

Each line ends with the Löwdin charge.
CARTESIAN COORDINATES (ANGSTROEM)
C: 3.260 1.586 -0.187  -0.1745
C: 1.823 1.131 -0.521  -0.4089
P: 1.500 1.185 -2.348  0.6619
C: 0.930 -0.621 -2.418  -0.3722
C: -0.309 -0.937 -1.582  -0.2775
C: -1.568 -0.161 -1.964  -0.2152
C: -2.756 -0.592 -1.112  -0.1939
N: -4.042 -0.161 -1.683  0.0582
C: -4.686 0.963 -1.180  -0.5207
C: -4.773 1.129 0.318  -0.0024
O: -5.251 1.754 -1.934  0.0291
P: 2.041 3.417 -2.380  0.6344
N: 0.717 3.945 -1.388  -0.2365
O: 1.551 3.911 -3.901  -0.4132
H: 3.323 2.650 0.018  0.0448
H: 3.602 1.062 0.704  0.0667
H: 3.962 1.336 -0.979  0.0566
H: 1.104 1.722 0.038  0.0617
H: 1.724 0.108 -0.173  0.0603
H: 2.615 0.926 -3.189  0.0085
H: 0.263 1.571 -3.004  -0.0023
H: 0.801 -0.952 -3.451  0.0741
H: 1.764 -1.205 -2.016  0.0751
H: -0.549 -1.997 -1.685  0.1026
H: -0.129 -0.783 -0.520  0.0863
H: -1.395 0.899 -1.760  0.0849
H: -1.779 -0.212 -3.034  0.1156
H: -2.613 -0.193 -0.115  0.1034
H: -2.738 -1.679 -1.024  0.1171
H: -3.946 -0.002 -2.678  0.1208
H: -3.789 1.182 0.776  0.0676
H: -5.283 2.061 0.521  0.0802
H: -5.303 0.280 0.743  0.0887
H: 0.280 4.784 -1.749  0.0149
H: -0.029 3.247 -1.367  -0.0056
H: 0.598 3.836 -4.024  0.0172
C: 0.756 0.716 3.325  -0.6745
O: 0.006 0.618 2.365  0.0077
N: 1.185 1.927 3.788  0.1593
N: 1.221 -0.376 4.001  0.1585
H: 1.807 2.034 4.565  0.0928
H: 0.870 2.744 3.299  0.1067
H: 0.931 -1.279 3.669  0.0780
H: 1.822 -0.320 4.799  0.0934
C: 2.723 7.139 0.204  -0.6847
O: 3.037 6.107 0.766  0.0160
N: 2.319 7.187 -1.104  0.1524
N: 2.749 8.354 0.844  0.1386
H: 2.062 8.037 -1.566  0.0890
H: 2.283 6.326 -1.619  0.0540
H: 3.042 8.360 1.801  0.0958
H: 2.497 9.218 0.404  0.0855
C: -0.513 -3.664 1.807  -0.6716
O: 0.004 -3.286 0.768  0.0196
N: -0.659 -4.981 2.119  0.1581
N: -0.992 -2.776 2.744  0.1469
H: -1.090 -5.311 2.960  0.0919
H: -0.333 -5.663 1.462  0.0696
H: -0.921 -1.793 2.535  0.0721
H: -1.425 -3.065 3.600  0.0909
C: -0.635 -8.605 0.727  -0.6681
O: -0.863 -7.831 1.645  0.0090
N: -1.036 -8.351 -0.554  0.1558
N: 0.038 -9.778 0.914  0.1526
H: -0.857 -8.967 -1.323  0.0939
H: -1.533 -7.496 -0.720  0.1063
H: 0.344 -9.987 1.845  0.1033
H: 0.237 -10.427 0.177  0.0932

DFT (ωB97M-V/def2-TZVPD) results for an isolated ion of composition C5H10BrFN and charge +1.

For the max |F|, the calculation gives 0.0193 Eh/bohr. The LUMO energy is -3.54 eV. Its gap between HOMO and LUMO is 11.43 eV. Its total charge is +1. As for the total energy: -2924.8952 a.u. The SMILES is F[C@H]1CC[NH2+][C@@H](Br)C1.

Each line ends with the Löwdin charge.
CARTESIAN COORDINATES (ANGSTROEM)
F: 0.954 -1.887 1.461  0.0322
C: 0.592 -1.366 0.250  -0.3226
C: -0.919 -1.119 0.221  -0.0845
C: -1.395 0.304 0.490  -0.0709
N: -0.448 1.352 -0.043  0.0378
C: 0.618 0.782 -0.904  -0.6950
Br: 1.648 2.223 -1.666  0.8377
C: 1.424 -0.114 -0.020  -0.1452
H: 0.823 -2.076 -0.533  0.1564
H: -1.301 -1.420 -0.740  0.1234
H: -1.364 -1.774 0.948  0.1355
H: -2.347 0.441 0.010  0.1338
H: -1.557 0.499 1.534  0.1365
H: 0.040 1.779 0.748  0.1723
H: -0.937 2.117 -0.513  0.1720
H: 0.192 0.241 -1.727  0.1155
H: 1.597 0.367 0.938  0.1381
H: 2.380 -0.348 -0.453  0.1269

DFT (ωB97M-V/def2-TZVPD) results for a 2-piece molecular cluster, C4H12SSi overall at a distorted geometry.

For the max |F|, the calculation gives 0.0349 Eh/bohr. The LUMO energy is 0.38 eV. Its gap between HOMO and LUMO is 8.89 eV. Its total charge is 0. The calculation puts the relative energy (zero: lowest compared OMol25 entry of this formula, charge and spin) at 315.8 kJ/mol. As for the total energy: -847.1894 a.u. The SMILES is C=[SiH2].CCCS.

Each line ends with the Löwdin charge.
CARTESIAN COORDINATES (ANGSTROEM)
C: 1.025 -1.361 0.608  -0.1324
C: -3.187 0.279 1.151  -0.3142
C: 2.167 -0.692 -0.145  -0.3521
C: 1.691 0.552 -0.878  -0.5555
Si: -3.192 0.361 -0.593  0.6640
S: 1.203 1.851 0.323  0.6804
H: 0.545 -0.645 1.273  0.0457
H: 0.274 -1.734 -0.086  0.0699
H: 1.392 -2.193 1.203  0.0698
H: -3.137 1.158 1.772  -0.0487
H: 1.990 2.811 -0.150  -0.1694
H: -3.226 -0.654 1.689  -0.0489
H: 2.595 -1.386 -0.874  0.1037
H: 2.955 -0.409 0.555  0.0976
H: 2.473 0.966 -1.510  0.0667
H: 0.812 0.332 -1.487  0.0587
H: -3.260 -0.813 -1.459  -0.1188
H: -3.118 1.577 -1.392  -0.1166